C42H58N3O2P2SSi3Sr | ωB97M-V/def2-TZVPD

Its total charge is +1. The HOMO energy is -9.397 eV. The energy is -106943.504 eV. For the largest force on an atom, the calculation gives 3.4 eV Å⁻¹.

XYZ file:
```
112
Properties=species:S:1:pos:R:3:mulliken_charge:R:1
Sr -0.788 0.200 -0.376 0.3511
S 3.811 -0.947 -0.118 -0.3598
P -2.626 -1.791 0.577 0.2629
P 0.238 -0.923 2.469 1.1888
Si -0.315 1.527 -3.570 -0.0213
Si 0.539 3.396 -1.352 -0.4085
Si -2.400 3.152 -2.025 -0.0666
O 1.001 -0.066 1.508 -0.6603
O -3.167 -0.701 -0.300 -0.0226
N 6.243 -0.578 -1.094 -0.2422
N 4.505 -0.377 -2.603 0.2176
N -0.330 2.579 1.195 1.7377
C 1.175 0.631 4.508 -0.6729
C 0.147 2.612 -5.037 -1.2485
C 0.217 -5.021 2.475 -0.7388
C -1.824 -4.014 -1.184 -0.6615
C -0.236 -3.713 2.499 -0.0070
C -3.846 -2.834 1.362 0.6743
C -0.469 2.695 2.516 -0.8368
C -0.743 2.310 -2.005 1.6282
C 0.510 -4.316 -1.791 -1.0557
C 0.741 5.120 -2.075 -1.3774
C 0.418 4.893 2.558 -0.6422
C 7.202 0.293 -1.763 -1.0598
C -3.870 1.996 -2.297 -0.8485
C 2.495 -4.238 2.477 -0.8676
C -1.668 0.342 -4.169 -0.9707
C -5.800 -4.187 0.978 -0.8041
C -4.793 -3.375 0.488 -0.8576
C -0.174 -2.512 -0.446 0.8706
C -2.598 4.449 -3.384 -1.1530
C 0.861 -3.215 -1.024 -1.2078
C 2.291 2.688 -1.323 -1.0850
C 1.200 0.370 -3.400 -0.8715
C 1.581 -5.282 2.456 -0.6100
C 5.259 -0.599 -3.826 -1.1856
C -0.826 -4.703 -1.855 -0.8972
C 0.676 -2.662 2.512 1.0197
C -4.945 -3.909 3.211 -0.9167
C 1.282 1.036 5.831 -0.7077
C -2.810 4.066 -0.424 -1.0692
C -1.542 -2.841 -0.476 2.3961
C 0.194 3.622 0.515 -0.5611
C 0.571 4.785 1.187 -0.5113
C -0.412 -0.559 6.464 -0.8399
C 4.918 -0.619 -1.348 0.4116
C 0.486 0.449 6.802 -0.5982
C -3.932 -3.096 2.727 -0.1063
C 0.267 -0.369 4.168 0.7081
C -0.116 3.815 3.245 -1.0773
C -1.596 -0.857 2.006 -1.7340
C -0.514 -0.976 5.149 -0.6014
C -5.873 -4.457 2.338 -0.4803
C 2.046 -2.927 2.508 -0.5838
H -2.669 3.981 -4.369 0.3207
H 0.702 5.798 3.079 0.4462
H 1.677 5.574 -1.740 0.4242
H -3.220 -2.679 3.426 0.3229
H 1.265 -4.901 -2.297 0.4838
H 6.679 1.024 -2.376 0.3227
H 6.461 -0.846 -0.150 0.3011
H -0.494 -5.837 2.463 0.4859
H 1.107 3.108 -4.866 0.3031
H 1.780 1.089 3.734 0.5135
H -0.024 -1.851 0.384 -0.5512
H 2.376 1.655 -0.973 -0.0847
H 1.931 -6.306 2.423 0.4217
H -0.594 3.394 -5.215 0.3010
H 2.761 2.747 -2.308 0.3407
H 5.534 0.333 -4.321 0.3499
H 1.888 -2.906 -0.866 0.3617
H -2.154 -0.225 -3.366 0.2694
H 6.161 -1.166 -3.610 0.4261
H 1.255 -0.260 -2.498 0.1140
H 1.986 1.812 6.100 0.4734
H 2.108 0.973 -3.410 0.0843
H 2.888 3.300 -0.640 0.5402
H -1.772 5.162 -3.416 0.2992
H 2.762 -2.112 2.496 0.5239
H -2.470 0.871 -4.688 0.3104
H 3.506 -0.291 -2.687 -0.1662
H 0.238 2.016 -5.948 0.3696
H -2.830 -4.415 -1.219 0.4689
H -3.837 4.430 -0.517 0.4979
H -1.243 -0.384 -4.868 0.3716
H -6.535 -4.601 0.300 0.4352
H -4.763 -3.131 -0.568 0.5141
H -0.911 1.851 3.038 0.6792
H -1.303 -3.527 2.511 0.1991
H 1.226 -0.316 -4.252 0.5153
H 0.770 5.066 -3.166 0.3157
H -0.266 3.835 4.316 0.5157
H 4.651 -1.188 -4.512 0.3461
H -1.019 -1.023 7.229 0.4586
H -5.013 -4.108 4.272 0.4504
H -0.079 5.791 -1.808 0.3659
H -3.851 1.063 -1.733 0.0278
H -2.765 3.443 0.471 0.1474
H -6.665 -5.088 2.720 0.4050
H 7.768 0.837 -1.009 0.3546
H -1.186 -1.790 4.897 0.3068
H -4.773 2.534 -1.994 0.3938
H -1.806 0.221 1.849 0.9193
H 0.979 5.613 0.621 0.4753
H 7.902 -0.262 -2.388 0.3124
H 0.567 0.770 7.832 0.4224
H -2.132 -1.087 2.927 0.6428
H -2.166 4.930 -0.245 0.2762
H 3.557 -4.441 2.460 0.4738
H -3.983 1.738 -3.351 0.3275
H -1.100 -5.590 -2.410 0.4649
H -3.522 5.010 -3.223 0.3700
```

---

C32H90N6O10 | ωB97M-V/def2-TZVPD

Its total charge is 0. The HOMO energy is -8.991 eV. As for the SMILES: COC[C@H](C)N.COC[C@H](C)N.COC[C@H](C)N.COC[C@H](C)N.COC[C@H](C)N.COC[C@H](C)N.CCO.CCO.CCO.CCO. The energy is -64053.088 eV. For the largest force on an atom, the calculation gives 3.3 eV Å⁻¹.

XYZ file:
```
138
Properties=species:S:1:pos:R:3:mulliken_charge:R:1
O 1.611 3.904 -1.460 -0.4183
O -0.803 -4.040 0.135 -0.5723
O 1.487 1.122 5.325 -0.4225
O 4.370 1.159 -3.604 -0.4351
O 5.214 -3.088 -3.957 -0.3257
O 0.509 -0.038 -1.059 1.4334
O -1.768 -1.574 -1.426 0.0574
O -1.048 2.215 -5.272 -0.4079
O -5.903 1.879 1.115 -0.2292
O -4.447 -1.725 5.275 -0.2536
N -5.153 -1.666 1.316 -0.5987
N 4.323 0.805 -0.621 -0.3553
N 2.414 -1.126 -2.709 0.0433
N 2.762 -2.079 4.234 -0.5888
N -1.150 2.396 -1.533 0.1166
N -2.849 -0.031 8.049 -0.6293
C 4.072 -0.386 5.377 -1.4663
C -2.600 0.613 5.680 -0.9300
C 1.614 4.474 -0.208 -0.7026
C -7.092 2.567 0.961 -0.8274
C 1.486 3.396 0.871 -0.2819
C -2.614 -1.116 -3.909 -1.1618
C 3.758 1.328 -4.916 -0.7948
C -0.541 2.156 -3.919 -0.0512
C 1.919 0.263 4.264 0.2556
C -1.701 2.565 -2.986 0.7573
C -3.370 -0.229 6.727 0.4769
C 3.409 -2.201 -2.658 0.1025
C -5.937 0.588 0.622 -0.7092
C 4.675 2.030 -1.393 0.0913
C 1.303 2.485 4.907 -0.8468
C 6.213 2.193 -1.727 -1.5009
C -0.164 1.537 -6.132 -0.5184
C -3.605 0.241 1.311 -1.1911
C -2.692 -0.891 -2.300 0.2634
C -2.155 3.964 -3.223 -1.6094
C 2.671 -0.889 5.030 0.3827
C 2.785 -3.583 -2.489 -1.3284
C -4.678 -2.993 4.716 -0.7207
C -0.253 -0.414 1.211 -1.6016
C -4.970 -0.230 1.536 0.5690
C -1.753 -5.028 -1.987 -1.0265
C -3.404 -1.697 6.249 -0.7035
C -0.520 -4.629 -1.149 0.1693
C 4.216 -2.109 -3.969 -0.5648
C 0.972 -0.458 0.260 0.0933
C 3.895 2.178 -2.644 -0.3518
C 5.990 -3.316 -5.092 -0.8186
H 6.566 1.367 -2.331 0.2763
H 1.241 3.858 1.814 0.4525
H 4.415 -1.155 6.016 0.4558
H -2.980 -0.914 8.607 0.2473
H 0.784 3.452 -1.623 0.0897
H 4.165 3.145 -3.085 0.8488
H 3.433 -2.368 -4.735 0.3641
H 3.493 -4.384 -2.560 0.4804
H -2.710 1.681 5.779 0.4312
H -2.461 -2.027 5.854 0.3172
H 4.068 -1.977 -1.826 0.2047
H -4.857 -3.796 5.418 0.3910
H 2.976 -0.303 -2.763 -0.4753
H 2.244 -3.473 -1.476 0.1349
H -1.550 0.332 5.627 0.2087
H 2.522 5.096 0.008 0.3432
H -5.628 -2.871 4.212 0.1858
H 4.593 -1.104 -4.058 0.4014
H -1.691 -0.703 -4.279 -0.0179
H -3.643 -1.413 -2.024 0.2307
H -2.796 0.162 -2.022 -0.2193
H 0.066 -0.868 2.127 0.6308
H 4.824 -0.044 -0.927 0.3118
H 3.329 0.663 -0.526 -0.0930
H 1.909 -2.323 3.760 0.1855
H 2.800 2.069 -2.482 0.0416
H -2.626 -2.218 -3.966 0.4629
H 2.824 0.737 -4.974 0.0602
H 6.821 2.217 -0.825 0.4140
H -7.978 1.966 1.280 0.3227
H 0.149 -5.447 -0.868 0.4991
H 1.459 -1.429 0.182 0.3895
H 2.025 -3.656 -3.267 0.3248
H 2.311 2.701 0.926 0.0951
H -2.980 0.427 4.624 0.0042
H 1.982 -1.242 -3.619 0.2432
H 6.332 3.120 -2.256 0.4140
H 0.291 2.891 -3.778 0.3456
H -0.244 0.443 -6.019 0.2098
H -4.959 -1.920 0.380 0.1514
H 3.151 -2.910 4.758 0.2412
H -5.277 -0.104 2.593 0.2790
H 6.885 -2.758 -5.105 0.2867
H -6.200 -1.865 1.456 0.3460
H 0.683 2.693 0.711 -0.2129
H -0.530 0.567 1.519 0.4958
H 1.222 -0.399 -1.668 -0.1739
H 3.903 0.557 5.861 0.2622
H -1.368 4.670 -2.854 0.2669
H -0.446 1.841 -7.180 0.2846
H 4.357 2.893 -0.749 0.1062
H -4.455 0.133 6.728 0.1108
H -0.233 1.141 -3.618 -0.0760
H 0.322 2.541 4.441 0.2563
H 1.191 3.026 5.823 0.3967
H -3.814 -3.293 4.095 0.2456
H 0.982 0.033 3.659 -0.3947
H -1.869 0.171 8.059 0.2700
H 5.400 -3.154 -5.991 0.3313
H 3.475 2.363 -5.156 0.4470
H -1.830 2.655 -0.801 0.2518
H -1.500 -5.259 -3.044 0.3224
H -0.901 -1.081 -1.344 0.0412
H -3.469 0.256 0.261 -0.0206
H -6.968 0.147 0.853 0.4000
H 6.311 -4.373 -5.073 0.2646
H -2.475 -4.213 -1.945 0.1200
H -0.001 -4.012 -1.891 -0.1594
H 4.598 -0.400 4.437 0.3638
H 2.086 2.905 4.295 0.3496
H -3.484 -0.601 -4.318 0.3989
H -1.256 -3.168 -0.052 0.2113
H 0.695 5.085 -0.022 0.3783
H -2.074 -6.001 -1.593 0.3318
H -5.755 0.562 -0.448 0.2905
H -7.258 2.887 -0.028 0.3220
H 1.694 0.260 0.675 -0.2225
H -3.690 -2.349 7.090 0.3577
H -1.086 -0.982 0.857 -0.1444
H -3.441 1.228 1.694 0.4620
H -0.896 1.405 -1.432 -0.7743
H -2.291 4.226 -4.263 0.3532
H 2.663 0.744 3.595 0.3214
H -2.980 -0.416 1.901 0.1873
H -3.092 4.215 -2.712 0.4107
H -2.467 1.800 -3.204 0.1340
H 2.137 -1.012 5.970 0.2718
H 0.900 1.741 -5.974 0.1243
H -6.962 3.450 1.643 0.2272
H 4.396 0.943 -5.666 0.4244
```

---

C23H47As3N2O2PdS | ωB97M-V/def2-TZVPD

Its spin multiplicity is 3. Its total charge is +2. The HOMO energy (spin up / spin down) is -12.848 / -12.851 eV. The energy is -228506.525 eV. For the largest force on an atom, the calculation gives 0.5 eV Å⁻¹.

XYZ file:
```
79
Properties=species:S:1:pos:R:3:lowdin_spin:R:1
Pd 0.819 0.665 -0.311 1.2090
As 1.473 -1.490 0.741 0.1829
As -3.497 -4.018 1.036 0.0000
As -0.620 -0.549 -1.979 0.1249
S -1.406 1.713 1.977 0.0083
O -1.146 0.712 0.828 0.0701
O 1.771 1.919 1.392 0.0450
N 2.437 1.394 -1.682 0.0788
N 3.921 2.438 0.969 0.0017
C 0.116 -1.223 -3.644 0.0258
C 2.667 3.864 2.473 0.0024
C -3.530 2.219 3.617 0.0018
C -1.270 3.354 1.243 0.0001
C -1.798 -4.235 0.010 0.0008
C 0.216 -3.782 -1.354 0.0001
C 4.137 1.310 0.075 0.0022
C -2.140 0.486 -2.594 0.0357
C 1.854 -1.147 2.605 0.0343
C 2.994 -2.540 0.159 0.0419
C 2.742 2.669 1.569 0.0046
C -3.169 -2.514 2.266 0.0000
C 4.217 2.473 -3.524 -0.0013
C -1.565 -2.015 -1.115 0.0150
C -0.091 -2.637 0.870 0.0283
C -0.792 -3.133 -0.404 0.0008
C -1.809 3.464 -0.172 0.0043
C 2.043 1.733 -2.916 0.0124
C 2.888 2.277 -3.863 0.0029
C 3.716 1.611 -1.344 0.0055
C -3.178 1.604 2.268 0.0064
C 4.630 2.134 -2.246 0.0033
C -4.585 -3.031 -0.270 0.0002
H -2.198 -2.453 -1.892 0.0034
H -2.826 -1.604 1.772 0.0000
H -1.788 4.020 1.939 0.0000
H -3.293 3.282 3.658 0.0000
H 1.070 -1.719 -3.489 0.0002
H -1.241 -5.005 0.550 0.0002
H 0.235 -3.498 1.461 0.0061
H 1.871 -2.090 3.151 0.0069
H 0.999 1.564 -3.148 0.0053
H 2.717 4.778 1.879 0.0003
H 3.041 -2.614 -0.924 0.0006
H -4.601 2.119 3.784 0.0005
H 1.083 -0.495 3.011 0.0002
H 0.986 -3.085 -1.694 0.0000
H 5.196 1.058 0.100 0.0001
H 0.257 -0.388 -4.329 -0.0001
H -2.149 -4.727 -0.903 0.0001
H -0.287 -4.170 -2.242 0.0001
H -4.126 -2.315 2.751 0.0000
H 4.685 3.069 1.155 0.0000
H 3.576 0.459 0.458 0.0025
H 2.916 -3.539 0.587 0.0075
H -3.390 0.535 2.239 0.0002
H -2.883 3.291 -0.223 0.0002
H 2.508 2.532 -4.841 0.0005
H 0.721 -4.622 -0.873 0.0002
H -2.225 -1.507 -0.412 0.0001
H -1.808 1.332 -3.194 0.0001
H -2.463 -2.801 3.045 0.0000
H 4.918 2.881 -4.240 0.0000
H 1.732 3.843 3.025 0.0001
H -0.781 -2.061 1.483 -0.0002
H -1.320 2.745 -0.832 0.0048
H -0.209 3.592 1.296 0.0002
H -1.614 4.466 -0.553 0.0001
H -3.009 1.716 4.430 0.0000
H 5.659 2.274 -1.943 0.0005
H -2.790 -0.148 -3.197 0.0063
H -3.708 2.077 1.440 0.0000
H -4.290 -1.990 -0.401 0.0001
H 2.821 -0.657 2.698 -0.0001
H -5.617 -3.058 0.077 0.0000
H -4.550 -3.543 -1.232 0.0001
H -2.681 0.846 -1.722 0.0001
H -0.590 -1.923 -4.089 0.0047
H 3.904 -2.070 0.529 -0.0001
H 3.500 3.878 3.176 0.0001
```

---

C29H29N2S5SiSn | ωB97M-V/def2-TZVPD

Its spin multiplicity is 2. Its total charge is -2. The HOMO energy (spin up / spin down) is -1.036 / -1.303 eV. The energy is -101410.519 eV. For the largest force on an atom, the calculation gives 0.2 eV Å⁻¹.

XYZ file:
```
67
Properties=species:S:1:pos:R:3:lowdin_spin:R:1
Sn 1.263 -0.446 0.075 0.0054
S -1.026 -0.616 1.619 0.0286
S -2.832 -1.533 -2.143 0.2904
S 1.886 1.992 -2.031 0.0004
S 1.441 2.191 1.369 0.0015
S 1.961 -1.286 2.580 0.0047
Si 0.573 -4.189 0.279 0.0006
N 0.885 -2.743 -0.582 0.0056
N -0.881 1.143 -1.118 0.0345
C 2.578 5.862 -1.147 0.0000
C -3.347 1.436 -0.980 0.0079
C -0.876 1.032 5.319 0.0005
C 2.281 -3.677 -2.379 0.0003
C -1.958 0.818 1.022 0.0006
C 2.040 4.780 0.933 0.0001
C 0.863 -0.380 3.598 0.0006
C -0.236 -5.471 -0.860 0.0004
C -0.448 -0.052 3.207 0.0088
C 1.268 0.037 4.873 0.0005
C 2.386 5.915 0.234 0.0000
C 2.288 -2.659 -4.571 0.0001
C 0.890 -1.779 -2.806 0.0016
C 0.331 2.267 -2.911 0.0005
C 2.734 -3.634 -3.686 -0.0001
C 1.336 -2.753 -1.879 0.0004
C 1.853 3.519 0.317 0.0001
C 1.362 -1.732 -4.106 0.0001
C -2.133 2.052 -2.971 0.0319
C -3.332 1.984 -2.218 0.0203
C -0.629 -3.954 1.699 0.0002
C 0.422 0.731 5.718 -0.0001
C 2.410 4.642 -1.776 0.0000
C -2.131 0.710 -0.504 0.0698
C -2.185 -0.774 -0.935 0.4646
C -0.955 1.738 -2.286 0.0105
C 2.038 3.489 -1.081 0.0001
C -1.303 0.627 4.064 0.0011
C 2.107 -5.022 1.030 0.0002
H 2.747 -4.270 1.496 0.0000
H -1.572 -3.525 1.358 0.0000
H -0.427 -6.404 -0.319 0.0000
H 0.441 1.858 -3.918 0.0000
H -1.376 1.717 1.236 -0.0004
H -4.252 1.374 -0.387 0.0015
H -0.215 -3.311 2.476 0.0002
H 2.652 -2.620 -5.591 0.0000
H -1.544 1.579 5.973 0.0001
H 2.513 6.851 0.770 0.0000
H 0.782 1.049 6.690 0.0000
H -2.089 2.571 -3.920 0.0008
H -2.312 0.850 3.740 0.0001
H 1.812 -5.736 1.807 0.0000
H 2.696 -5.564 0.285 0.0000
H 1.898 4.828 2.005 0.0000
H 2.568 4.552 -2.846 0.0000
H 0.385 -5.699 -1.728 0.0000
H -4.246 2.417 -2.617 0.0023
H -1.191 -5.085 -1.227 0.0008
H 2.283 -0.184 5.178 0.0001
H 2.863 6.741 -1.712 0.0000
H -0.833 -4.937 2.139 0.0000
H 2.677 -4.428 -1.705 0.0000
H 0.121 -1.080 -2.493 0.0015
H -2.930 0.858 1.515 0.0000
H 0.982 -0.963 -4.771 0.0000
H 3.461 -4.372 -4.015 0.0000
H 0.222 3.347 -3.026 0.0004
```

---

C17H19Br9N4O8 | ωB97M-V/def2-TZVPD

Its spin multiplicity is 2. Its total charge is -1. The HOMO energy (spin up / spin down) is -2.053 / -6.661 eV. The energy is -670647.078 eV. For the largest force on an atom, the calculation gives 2.9 eV Å⁻¹.

XYZ file:
```
57
Properties=species:S:1:pos:R:3:lowdin_spin:R:1
Br -3.953 2.197 2.170 0.0055
Br -0.052 -0.584 -0.625 0.1952
Br -2.809 0.919 -1.483 0.2211
Br -2.333 -1.331 2.689 0.0061
Br -5.894 0.145 0.589 0.0096
Br -2.162 -3.330 5.118 0.0017
Br -5.430 -0.023 3.842 0.0007
Br -1.491 -0.200 5.634 0.0002
Br -0.283 2.571 -0.021 0.2187
O 6.300 0.908 -4.744 -0.0001
O -4.346 6.070 -2.744 0.0004
O -2.960 5.629 -4.311 0.0006
O 5.325 2.144 -6.218 0.0003
O -1.314 -5.310 0.035 0.0036
O 0.655 1.770 4.257 0.0004
O 2.687 1.329 4.383 0.0005
O -0.229 -3.622 -0.775 0.0082
N 1.673 1.378 3.711 0.0005
N -0.443 -4.456 0.068 0.0027
N -3.520 5.405 -3.282 0.0003
N 5.287 1.413 -5.253 0.0001
C -3.157 4.096 -2.697 0.0044
C 0.069 -4.943 2.480 0.0002
C 3.918 1.130 -4.740 0.0003
C 2.785 1.365 -5.478 0.0002
C 1.286 0.765 -3.699 0.0020
C 0.787 -4.770 3.696 0.0003
C 1.481 1.252 -4.959 0.0003
C -1.425 -1.745 4.271 0.0019
C 3.667 0.719 -3.384 0.0008
C 1.583 0.824 2.314 0.0058
C -1.332 0.901 -0.205 0.2614
C 2.407 0.563 -2.885 0.0022
C 0.271 -4.094 1.379 0.0012
C -5.619 1.194 2.282 0.0028
C 1.903 -2.884 2.674 0.0006
C 1.572 -3.680 3.819 0.0005
C 1.271 -3.125 1.478 0.0068
H 1.717 1.729 1.721 0.0038
H 0.624 1.529 -5.555 0.0000
H -3.457 3.183 -3.210 0.0042
H -0.378 -1.892 4.007 0.0000
H 0.542 0.545 2.152 0.0032
H 0.289 0.565 -3.334 0.0016
H 4.522 0.518 -2.754 0.0000
H -1.724 0.738 0.799 0.0071
H 2.378 0.303 -1.838 0.0018
H -3.674 4.120 -1.737 0.0001
H 0.908 -5.518 4.466 0.0000
H -0.643 -5.754 2.443 0.0001
H 2.611 -2.071 2.741 0.0001
H 2.183 0.029 1.871 0.0001
H 2.831 1.646 -6.520 0.0000
H 1.546 -2.565 0.597 0.0089
H 2.141 -3.611 4.735 0.0000
H -6.474 1.860 2.399 0.0001
H -2.118 4.053 -2.370 0.0008
```

---

C4H8NO2P2 | ωB97M-V/def2-TZVPD

Its total charge is +1. The HOMO energy is -13.272 eV. As for the SMILES: C=[PH]=[PH]=[N+]1CCC(=O)O1. The energy is -28429.015 eV. For the largest force on an atom, the calculation gives 3.6 eV Å⁻¹.

XYZ file:
```
17
Properties=species:S:1:pos:R:3:mulliken_charge:R:1
P -0.157 -1.283 0.090 0.0159
P -2.237 -0.848 1.040 0.2735
O -0.155 1.037 -0.605 -0.2700
O 0.321 2.498 -2.203 -0.4531
N 0.606 0.266 0.365 0.1325
C 2.090 1.213 -1.142 -0.3452
C -3.228 -2.001 0.619 -0.3699
C 0.716 1.737 -1.407 0.3874
C 2.032 0.637 0.326 -0.4238
H -4.211 -2.099 1.056 0.2926
H 2.625 -0.318 0.541 0.2765
H 2.826 1.972 -1.214 0.3678
H 0.208 -1.852 1.327 0.1582
H 2.227 1.400 1.140 0.2737
H -2.861 -2.909 0.028 0.2512
H -2.893 0.279 1.769 0.1949
H 2.089 0.270 -1.728 0.2378
```